Entry 1:
DFT (ωB97M-V/def2-TZVPD) results for a molecular structure, C35H47Cl2MnN5O2SSb2.

```
95
Properties=species:S:1:pos:R:3:forces:R:3
Mn 0.081 1.369 0.145 0.1 -0.1 0.2
C -4.898 -1.042 -0.814 0.0 0.0 0.0
Sb -2.808 -1.549 -0.764 0.0 -0.1 0.0
C -2.977 -2.665 1.066 0.0 0.0 0.0
C -3.005 -3.286 -2.104 0.1 0.0 0.0
C -2.374 -4.532 -1.574 0.0 0.0 0.0
C -3.164 -5.439 -0.867 0.0 0.0 0.0
C -2.648 -6.606 -0.332 0.0 0.0 0.0
C -1.304 -6.900 -0.510 0.0 0.0 0.0
C -0.507 -6.016 -1.219 0.0 0.0 0.0
C -1.011 -4.828 -1.750 0.0 0.0 0.0
C -0.069 -3.909 -2.464 0.0 0.0 0.0
Sb 0.937 -2.511 -1.130 0.0 0.0 0.0
C 2.360 -3.963 -0.417 0.0 0.0 0.0
C 2.187 -1.722 -2.691 0.0 0.0 0.0
H -5.088 -0.247 -0.092 0.0 0.0 0.0
H -5.512 -1.910 -0.574 0.0 0.0 0.0
H -5.155 -0.670 -1.806 0.0 0.0 0.0
H -3.804 -3.373 1.022 0.0 0.0 0.0
H -3.157 -1.942 1.863 0.0 0.0 0.0
H -2.050 -3.201 1.267 0.0 0.0 0.0
H -2.564 -2.979 -3.051 0.0 0.0 0.0
H -4.073 -3.433 -2.267 0.0 0.0 0.0
H -4.219 -5.217 -0.746 0.0 0.0 0.0
H -3.292 -7.287 0.209 0.0 0.0 0.0
H -0.882 -7.814 -0.113 0.0 0.0 0.0
H 0.540 -6.250 -1.375 0.0 0.0 0.0
H -0.561 -3.314 -3.232 0.0 0.0 0.0
H 0.734 -4.472 -2.942 0.0 0.0 0.0
H 2.886 -4.430 -1.249 0.0 0.0 0.0
H 1.829 -4.726 0.151 0.0 0.0 0.0
H 3.084 -3.482 0.240 0.0 0.0 0.0
H 2.783 -2.520 -3.133 0.0 0.0 0.0
H 2.850 -0.955 -2.290 0.0 0.0 0.0
H 1.555 -1.277 -3.458 0.0 0.0 0.0
O 6.921 1.961 -1.342 0.0 0.0 0.0
C 6.429 0.807 -0.686 0.0 0.0 0.0
C 4.958 0.944 -0.420 0.1 0.0 0.0
C 4.274 -0.130 0.209 0.0 0.0 0.0
C 2.933 0.001 0.430 0.0 0.0 0.1
N 2.211 1.082 0.083 -0.1 0.0 0.0
C 2.872 2.157 -0.474 0.0 -0.1 0.0
C 4.263 2.069 -0.744 0.0 0.0 0.0
C 2.091 3.317 -0.725 0.0 0.0 0.0
C 2.590 4.493 -1.336 0.0 0.0 0.0
C 1.788 5.585 -1.510 0.0 0.0 0.0
C 2.334 6.856 -2.100 0.0 0.0 0.0
O 3.057 7.628 -1.143 0.0 0.0 0.0
C 0.439 5.513 -1.079 0.0 0.0 0.0
C -0.011 4.345 -0.525 0.0 0.0 0.0
N 0.770 3.269 -0.333 0.0 0.0 0.0
H 7.868 1.861 -1.472 0.0 0.0 0.0
H 6.945 0.651 0.270 0.0 0.0 0.0
H 6.593 -0.091 -1.296 0.0 0.0 0.0
H 4.791 -1.033 0.504 0.0 0.0 0.0
H 2.378 -0.791 0.921 0.0 0.0 0.0
H 4.786 2.897 -1.196 0.0 0.0 0.0
H 3.618 4.530 -1.668 0.0 0.0 0.0
H 1.517 7.447 -2.528 0.0 0.0 0.0
H 3.046 6.635 -2.894 0.0 0.0 0.0
H 2.504 7.723 -0.360 0.0 0.0 0.0
H -0.236 6.349 -1.208 0.0 0.0 0.0
H -1.043 4.222 -0.215 0.0 0.0 0.0
C -0.105 -0.396 5.929 0.0 0.0 0.0
N -0.611 -0.651 4.586 0.0 0.0 0.0
C -0.928 -2.047 4.333 0.0 0.0 0.0
C -0.364 0.201 3.562 0.0 0.1 0.0
S -0.123 -0.423 2.009 0.1 -0.1 -0.1
N -0.320 1.518 3.873 0.0 0.0 0.0
C 0.188 2.497 2.925 0.0 0.0 0.0
C -1.234 2.091 4.857 0.0 0.0 0.0
H 0.557 -1.216 6.214 0.0 0.0 0.0
H -0.912 -0.336 6.661 0.0 0.0 0.0
H 0.468 0.526 5.953 0.0 0.0 0.0
H -1.417 -2.446 5.221 0.0 0.0 0.0
H -0.026 -2.630 4.127 0.0 0.0 0.0
H -1.597 -2.139 3.483 0.0 0.0 0.0
H 1.112 2.145 2.463 -0.1 0.0 0.0
H 0.405 3.416 3.468 0.1 0.0 0.0
H -0.565 2.734 2.164 0.0 0.0 0.0
H -1.879 1.323 5.272 0.0 0.0 0.0
H -1.866 2.829 4.358 0.0 0.0 0.0
H -0.693 2.585 5.666 0.0 0.0 0.0
Cl -0.224 0.916 -2.441 -0.1 0.0 0.0
C -1.879 1.521 -2.388 0.0 0.0 -0.1
C -2.605 1.561 -3.559 0.0 0.0 0.0
C -3.921 1.994 -3.530 0.0 0.0 0.0
C -4.472 2.378 -2.310 0.0 0.0 0.0
C -3.723 2.337 -1.156 0.0 0.0 0.0
Cl -4.453 2.802 0.356 0.0 0.0 0.0
C -2.370 1.900 -1.116 0.0 0.0 0.2
N -1.688 1.813 0.029 0.0 0.0 -0.1
H -2.138 1.248 -4.484 0.0 0.0 0.0
H -4.509 2.033 -4.436 0.0 0.0 0.0
H -5.498 2.715 -2.250 0.0 0.0 0.0
```
Forces are in eV/Å.

Output
* LUMO (alpha / beta): -0.2 / 0.0 eV
* ΔE to the lowest compared entry with this formula, charge and spin: 0.00 kcal/mol
* <S²>: 9.091
* 2S+1: 6

Entry 2:
DFT (ωB97M-V/def2-TZVPD) results for a molecular structure, C35H48BBaN7O7S.

```
100
Properties=species:S:1:pos:R:3:forces:R:3
Ba 0.189 -0.182 0.344 -1.0 -0.1 0.7
O 1.939 -1.177 2.513 0.1 0.0 0.0
C 3.220 -0.584 2.411 -0.1 0.0 0.0
C 3.174 0.915 2.661 -0.1 0.1 0.1
N 2.228 1.618 1.798 0.1 0.0 -0.2
C 1.398 2.569 2.515 0.0 0.0 -0.1
C 0.393 1.911 3.481 -0.1 -0.1 0.2
O -0.124 2.667 4.317 0.0 -0.2 -0.2
O 0.159 0.675 3.298 0.0 0.3 0.0
C 2.867 2.184 0.623 0.0 0.1 0.1
C 3.322 1.100 -0.379 -0.1 -0.2 -0.1
O 4.459 1.156 -0.862 -0.2 0.1 0.1
O 2.412 0.242 -0.630 1.0 0.2 -0.5
H 1.339 -0.559 3.003 0.0 -0.1 -0.1
H 3.620 -0.797 1.417 0.0 0.0 0.0
H 3.908 -1.027 3.146 0.0 0.0 0.0
H 4.184 1.337 2.553 0.1 0.0 0.0
H 2.872 1.072 3.700 0.0 0.0 0.0
H 0.797 3.113 1.781 0.0 0.0 0.0
H 1.981 3.322 3.066 0.0 0.0 0.1
H 3.717 2.836 0.875 0.0 0.0 0.0
H 2.110 2.792 0.121 0.1 0.0 0.0
N -1.852 1.862 0.784 -0.1 0.1 0.1
N -2.485 2.795 -0.149 0.1 0.0 -0.1
C -2.255 2.372 -1.564 0.1 0.1 0.0
N -3.346 3.031 -2.342 0.1 -0.1 0.0
S -2.328 0.572 -1.789 0.0 0.0 0.1
H -2.505 1.079 0.790 0.1 0.0 0.0
H -1.959 2.300 1.698 0.0 -0.1 0.0
H -1.944 3.648 -0.022 0.0 0.0 0.0
H -3.088 3.990 -2.565 0.0 0.0 0.0
H -3.413 2.526 -3.219 0.0 0.0 0.0
C -3.290 -3.921 -2.059 0.1 0.0 0.0
C -2.781 -5.315 -2.298 0.0 -0.1 0.0
C -3.677 -6.352 -2.552 0.0 0.1 0.0
C -3.260 -7.644 -2.836 0.0 0.0 0.0
C -1.903 -7.931 -2.873 0.0 0.0 0.0
C -0.989 -6.927 -2.597 0.0 0.0 0.0
C -1.408 -5.629 -2.306 0.0 0.1 0.0
N -0.432 -4.638 -2.078 -0.1 -0.3 0.1
C -0.412 -3.737 -1.003 -0.1 0.1 0.0
N -1.035 -4.229 0.103 0.0 0.0 -0.2
C -1.655 -3.581 1.231 0.0 -0.1 -0.1
C -1.442 -2.232 1.484 0.0 0.2 0.1
C -2.133 -1.742 2.607 0.0 -0.1 0.0
C -2.960 -2.532 3.400 0.0 0.0 0.0
C -3.124 -3.877 3.092 0.0 0.0 0.0
C -2.473 -4.433 1.997 0.0 0.1 0.0
C -2.658 -5.896 1.676 0.0 -0.1 -0.1
N 0.192 -2.607 -1.103 0.2 -0.1 -0.1
C 0.811 -2.302 -2.343 -0.1 0.0 0.2
C 0.075 -1.730 -3.379 0.0 0.0 -0.1
C 0.692 -1.422 -4.583 0.0 0.0 0.0
C 2.050 -1.658 -4.745 0.0 0.0 0.0
C 2.789 -2.178 -3.690 0.0 0.0 0.0
C 2.192 -2.507 -2.477 0.0 0.1 -0.1
C 2.996 -3.034 -1.323 0.0 0.0 0.0
H -4.270 -3.793 -2.519 0.0 0.0 0.0
H -2.619 -3.166 -2.474 0.0 -0.1 0.0
H -3.382 -3.696 -0.994 0.0 0.0 0.0
H -4.737 -6.118 -2.546 0.0 0.0 0.0
H -3.992 -8.417 -3.038 0.0 0.0 0.0
H -1.555 -8.932 -3.098 0.0 0.0 0.0
H 0.076 -7.133 -2.586 0.0 0.0 0.0
H 0.337 -4.578 -2.723 0.0 0.1 0.0
H -1.264 -5.202 0.006 0.0 0.0 0.0
H -2.002 -0.700 2.912 0.0 -0.1 -0.1
H -3.465 -2.109 4.264 0.0 0.0 0.0
H -3.761 -4.511 3.704 0.0 0.0 0.0
H -3.310 -6.371 2.412 0.0 0.0 0.0
H -1.711 -6.451 1.682 0.0 0.0 0.0
H -3.112 -6.060 0.690 0.0 0.0 0.0
H -0.971 -1.496 -3.221 0.0 0.0 0.0
H 0.109 -0.968 -5.377 0.0 0.0 0.0
H 2.545 -1.398 -5.674 0.0 0.0 0.0
H 3.861 -2.308 -3.795 0.0 0.0 0.0
H 4.063 -2.919 -1.515 0.0 0.0 0.0
H 2.788 -4.092 -1.129 0.0 0.0 0.0
H 2.755 -2.491 -0.408 0.0 0.0 0.0
C 1.818 2.066 -3.551 -0.1 -0.1 0.2
C 0.804 3.193 -3.691 -0.1 0.0 0.0
C 0.856 3.777 -5.091 0.0 0.0 -0.1
O -0.505 2.633 -3.483 0.0 0.2 0.0
B -0.868 2.844 -2.164 -0.1 0.0 -0.2
O 0.046 3.682 -1.529 0.1 -0.1 0.1
C 0.902 4.246 -2.550 0.0 0.0 0.1
C 0.286 5.593 -2.912 -0.1 0.1 -0.1
C 2.306 4.457 -2.020 0.1 0.0 0.0
H 1.566 1.288 -4.266 0.0 -0.1 -0.1
H 1.778 1.606 -2.560 0.0 0.0 -0.1
H 2.843 2.394 -3.736 0.0 0.0 0.0
H 0.789 2.966 -5.819 0.0 0.0 0.0
H 1.802 4.302 -5.258 0.0 0.0 0.0
H 0.031 4.468 -5.270 0.0 0.0 0.0
H -0.731 5.470 -3.294 0.0 0.0 0.0
H 0.876 6.121 -3.664 0.0 0.0 0.0
H 0.241 6.209 -2.011 0.0 0.0 0.0
H 2.768 3.534 -1.682 0.0 0.0 0.0
H 2.290 5.168 -1.191 0.0 0.0 0.0
H 2.941 4.871 -2.809 0.0 0.0 0.0
```
Forces are in eV/Å.

Output
* LUMO: 4.0 eV
* total charge: -2

Entry 3:
DFT (ωB97M-V/def2-TZVPD) results for 7 unconnected molecules or ions with the total composition C35H48BrClN6O4S2.

```
97
Properties=species:S:1:pos:R:3:forces:R:3
C 2.738 -1.532 1.122 -0.7 0.6 0.0
C 3.683 -0.661 0.734 0.4 -0.2 0.2
C 3.584 0.317 -0.410 -1.2 0.3 1.0
C 3.496 -0.361 -1.833 1.0 -0.5 1.2
C 4.269 -1.676 -1.789 0.9 0.2 -0.9
C 4.678 -2.261 -3.144 -0.6 -0.6 0.3
C 5.675 -3.393 -2.951 -0.5 0.3 -0.4
Cl 6.090 -4.031 -4.577 0.2 -0.1 0.2
O 4.288 0.525 -2.683 -1.3 0.3 -0.2
S 3.392 1.830 -2.946 1.7 1.9 -1.0
O 3.597 2.268 -4.277 -0.7 -1.2 -1.3
O 3.754 2.897 -2.064 -0.9 -0.8 1.6
O 1.969 1.185 -2.695 1.0 0.5 0.7
C 2.082 -0.296 -2.448 -0.3 1.0 -0.8
S 1.816 -0.956 -4.135 0.0 -0.6 0.3
C 0.858 -0.559 -1.559 0.2 -0.4 -1.1
C 0.108 -1.875 -1.748 -0.7 0.2 1.4
C -0.844 -2.029 -0.536 0.7 -0.2 -0.1
Br 1.237 -3.475 -1.773 -0.1 0.0 -0.2
H 1.739 -1.151 1.319 -0.6 -0.5 -1.4
H 2.880 -2.602 1.196 0.5 0.1 1.6
H 4.629 -0.684 1.270 0.8 -1.0 -1.1
H 2.718 0.970 -0.281 0.1 0.3 0.0
H 4.471 0.938 -0.410 0.1 0.1 -0.1
H 3.783 -2.440 -1.203 -0.4 0.0 0.1
H 5.201 -1.443 -1.266 0.0 0.1 0.2
H 3.799 -2.735 -3.569 -0.1 0.1 -0.3
H 5.041 -1.525 -3.854 0.2 0.2 0.1
H 5.181 -4.196 -2.419 0.2 -0.2 0.2
H 6.573 -3.082 -2.429 0.2 -0.1 -0.1
H 2.932 -0.468 -4.709 -0.1 0.1 0.2
H 0.154 0.219 -1.854 -0.2 0.0 0.0
H 1.084 -0.370 -0.522 0.2 -0.2 0.2
H -0.516 -1.883 -2.632 0.5 -0.1 -0.5
H -1.763 -2.539 -0.804 -0.1 0.0 0.0
H -1.045 -1.067 -0.069 -0.3 0.1 -0.2
H -0.315 -2.619 0.206 -0.2 -0.1 0.2
C -0.026 5.813 0.348 0.0 0.0 0.1
C -0.819 5.344 -0.733 0.0 -0.1 0.0
C 0.037 4.827 -1.670 0.0 0.0 -0.1
N 1.313 4.970 -1.202 0.0 -0.1 0.0
C 1.283 5.563 0.028 0.1 0.0 0.0
H -0.376 6.280 1.254 0.0 0.0 0.0
H -1.893 5.382 -0.813 0.0 0.0 0.0
H -0.153 4.372 -2.628 0.0 0.0 0.0
H 2.145 4.677 -1.688 0.0 -0.1 0.1
H 2.194 5.759 0.568 0.0 0.1 0.0
C 4.264 8.661 2.361 -0.1 0.0 0.0
C 5.219 9.187 1.451 0.0 0.0 -0.1
C 5.698 8.139 0.712 0.0 0.0 0.0
N 5.073 7.000 1.142 0.0 0.0 0.0
C 4.194 7.312 2.145 0.0 -0.1 0.0
H 3.694 9.212 3.091 0.0 0.0 0.0
H 5.519 10.217 1.351 0.0 0.0 0.0
H 6.427 8.104 -0.080 0.0 0.0 0.0
H 5.234 6.079 0.778 0.0 0.0 0.0
H 3.599 6.548 2.615 0.0 0.0 0.0
C -4.528 -6.210 -0.875 0.0 0.0 -0.1
C -3.493 -5.362 -0.395 0.0 0.0 0.0
C -3.928 -4.810 0.778 0.0 0.1 0.0
N -5.189 -5.289 1.022 0.0 -0.1 0.0
C -5.560 -6.146 0.021 0.0 0.0 0.0
H -4.516 -6.802 -1.776 0.0 -0.1 0.0
H -2.537 -5.181 -0.858 0.0 0.0 0.0
H -3.455 -4.121 1.457 0.0 0.0 0.0
H -5.760 -5.046 1.810 -0.2 0.2 -0.2
H -6.520 -6.633 0.033 0.0 0.0 0.0
C -0.582 8.256 5.724 0.0 0.0 0.0
C 0.374 8.786 4.815 0.0 0.0 0.0
C 0.856 7.740 4.075 0.1 -0.1 0.0
N 0.231 6.600 4.503 0.0 0.0 0.0
C -0.650 6.907 5.504 0.0 0.0 0.0
H -1.155 8.805 6.453 0.0 0.0 0.0
H 0.673 9.816 4.717 0.0 0.0 0.0
H 1.586 7.707 3.284 0.0 0.1 0.0
H 0.393 5.680 4.137 0.0 0.0 0.0
H -1.245 6.142 5.972 0.0 0.0 0.0
C -7.260 -6.022 -5.389 0.0 0.0 0.0
C -6.326 -6.564 -6.312 0.0 0.0 0.0
C -5.088 -6.487 -5.733 0.0 0.0 0.0
N -5.238 -5.917 -4.498 0.0 -0.1 0.0
C -6.558 -5.634 -4.278 0.0 0.0 0.0
H -8.324 -5.929 -5.524 0.0 0.0 0.0
H -6.539 -6.965 -7.289 0.0 0.0 0.0
H -4.118 -6.787 -6.091 0.0 0.0 0.0
H -4.494 -5.733 -3.850 0.0 0.0 0.0
H -6.881 -5.183 -3.356 0.0 0.0 0.0
C -5.462 -5.547 6.506 0.0 0.0 0.0
C -4.440 -4.581 6.302 0.0 0.0 0.0
C -4.189 -4.529 4.958 0.0 0.0 0.0
N -5.017 -5.429 4.342 -0.1 0.1 0.1
C -5.799 -6.050 5.279 0.0 0.0 0.0
H -5.899 -5.837 7.446 0.0 0.0 0.0
H -3.946 -3.992 7.057 0.0 0.0 0.0
H -3.495 -3.934 4.389 0.0 0.0 0.0
H -5.046 -5.608 3.357 0.2 -0.2 0.1
H -6.523 -6.793 4.992 0.0 0.0 0.0
```
Forces are in eV/Å.

Output
* structure (SMILES): C=CC[C@]1(CCCCl)OS(=O)(=O)O[C@]1(S)C[C@H](C)Br.c1cc[nH]c1.c1cc[nH]c1.c1cc[nH]c1.c1cc[nH]c1.c1cc[nH]c1.c1cc[nH]c1
* LUMO: -0.1 eV

Entry 4:
DFT (ωB97M-V/def2-TZVPD) results for a molecular structure, C35H48IrN5O2SbSi3.

```
95
Properties=species:S:1:pos:R:3:forces:R:3
Ir -1.103 -0.533 -0.436 0.1 0.4 -0.6
O -0.520 -5.838 -0.094 0.0 0.0 0.0
C -0.053 -5.475 1.116 0.0 0.0 0.0
C 0.484 -6.421 1.988 0.0 0.0 0.0
C 0.999 -6.042 3.208 0.0 0.0 0.0
C 1.001 -4.701 3.595 0.0 0.0 0.0
C 0.476 -3.762 2.742 0.0 0.0 0.0
C -0.070 -4.119 1.495 0.0 0.0 0.0
C -0.623 -3.056 0.671 -0.1 0.1 0.0
O -0.284 -1.842 0.954 0.0 -0.4 -0.1
N -1.504 -3.359 -0.313 0.2 0.0 0.2
N -1.821 -2.276 -0.991 -0.2 -0.1 -0.1
C -2.685 -2.255 -1.976 0.0 0.1 0.0
C -2.847 -0.961 -2.582 -0.1 -0.2 -0.1
C -3.728 -0.782 -3.682 0.0 0.0 0.1
C -3.765 0.463 -4.316 0.0 0.1 0.0
C -3.024 1.495 -3.832 -0.1 0.0 0.0
C -2.200 1.357 -2.588 0.0 0.0 0.0
N -2.119 0.034 -2.087 -0.1 0.0 0.1
H -0.437 -6.794 -0.196 0.0 0.0 0.0
H 0.495 -7.463 1.691 0.0 0.0 0.0
H 1.405 -6.796 3.869 0.0 0.0 0.0
H 1.402 -4.409 4.555 0.0 0.0 0.0
H 0.456 -2.720 3.028 0.0 0.0 0.0
H -3.216 -3.143 -2.289 0.0 0.0 0.0
H -4.312 -1.620 -4.033 0.0 0.0 0.0
H -4.355 0.595 -5.213 0.0 0.0 0.0
H -2.966 2.417 -4.392 0.0 0.0 0.0
H -1.187 1.719 -2.777 0.0 0.0 0.0
C 0.066 3.124 1.092 0.0 0.0 0.1
Sb 0.466 1.007 1.166 0.3 0.2 0.2
C -2.234 0.703 0.503 0.0 0.0 0.2
C -2.792 1.935 -0.143 0.1 -0.1 0.0
C -3.316 2.921 0.699 -0.1 0.0 0.0
C -3.679 4.180 0.268 0.0 0.0 0.0
C -3.493 4.506 -1.064 0.0 0.0 0.0
C -3.007 3.530 -1.892 0.0 0.1 0.0
N -2.706 2.284 -1.471 0.0 0.0 0.0
Si -2.863 0.326 2.307 -0.1 0.0 0.0
C -4.720 0.237 2.070 0.0 0.0 0.0
C -2.288 -1.333 2.910 0.0 0.0 0.0
C -2.352 1.584 3.609 0.0 0.0 0.0
C 2.164 0.710 -0.215 -0.1 -0.1 -0.1
C 2.001 -0.484 -1.118 0.0 0.1 0.1
C 3.157 -1.037 -1.689 0.0 0.0 0.0
C 3.101 -2.047 -2.619 0.0 0.0 0.0
C 1.855 -2.516 -3.014 0.0 0.0 0.0
C 0.751 -1.972 -2.409 0.0 0.0 0.0
N 0.799 -1.007 -1.465 0.0 0.0 0.1
Si 2.585 2.217 -1.336 0.0 0.0 0.0
C 3.868 1.809 -2.634 0.0 0.0 0.0
C 3.215 3.679 -0.357 0.0 0.0 0.0
C 1.048 2.712 -2.304 0.0 0.0 0.0
Si 3.579 0.404 1.096 0.0 0.0 0.0
C 3.340 -1.329 1.750 0.0 0.0 0.0
C 5.323 0.605 0.440 0.0 0.0 0.0
C 3.390 1.642 2.498 0.0 0.0 0.0
H -0.901 3.273 1.571 0.1 0.0 0.0
H 0.073 3.608 0.120 0.0 0.0 0.0
H 0.815 3.591 1.731 0.0 0.0 0.0
H -3.404 2.693 1.747 0.0 0.0 0.0
H -4.076 4.901 0.970 0.0 0.0 0.0
H -3.718 5.484 -1.464 0.0 0.0 0.0
H -2.843 3.734 -2.937 0.0 0.0 0.0
H -4.970 -0.502 1.305 0.0 0.0 0.0
H -5.195 1.179 1.796 0.0 0.0 0.0
H -5.177 -0.100 3.003 0.0 0.0 0.0
H -2.554 -2.149 2.236 0.0 0.0 0.0
H -2.798 -1.512 3.860 0.0 0.0 0.0
H -1.215 -1.361 3.095 -0.1 0.0 0.0
H -2.975 2.476 3.679 0.0 0.0 0.0
H -1.313 1.905 3.500 0.0 0.0 0.0
H -2.422 1.082 4.577 0.0 0.0 0.0
H 4.114 -0.632 -1.401 0.0 0.0 0.0
H 4.011 -2.453 -3.042 0.0 0.0 0.0
H 1.737 -3.290 -3.757 0.0 0.0 0.0
H -0.229 -2.326 -2.688 0.0 0.0 0.0
H 4.825 1.479 -2.232 0.0 0.0 0.0
H 4.056 2.730 -3.194 0.0 0.0 0.0
H 3.520 1.063 -3.349 0.0 0.0 0.0
H 4.138 3.463 0.181 0.0 0.0 0.0
H 2.499 4.088 0.352 0.0 0.0 0.0
H 3.445 4.470 -1.076 0.0 0.0 0.0
H 0.909 2.048 -3.161 0.0 0.0 0.0
H 1.152 3.730 -2.688 0.0 0.0 0.0
H 0.160 2.680 -1.672 0.0 0.0 0.0
H 3.640 -2.088 1.026 0.0 0.0 0.0
H 2.297 -1.515 2.015 0.0 0.0 0.0
H 3.945 -1.472 2.648 0.0 0.0 0.0
H 5.646 -0.201 -0.220 0.0 0.0 0.0
H 5.987 0.576 1.308 0.0 0.0 0.0
H 5.505 1.555 -0.063 0.0 0.0 0.0
H 2.608 1.373 3.211 0.0 0.0 0.0
H 3.221 2.668 2.165 0.0 0.0 0.0
H 4.330 1.644 3.055 0.0 0.0 0.0
```
Forces are in eV/Å.

Output
* LUMO (alpha / beta): -6.9 / -7.7 eV
* total charge: +2
* <S²>: 0.785
* 2S+1: 2

Number 1: largest force on an atom 0.21 eV Å⁻¹. Number 2: largest force on an atom 1.21 eV Å⁻¹. Number 3: largest force on an atom 2.76 eV Å⁻¹. Number 4: largest force on an atom 0.71 eV Å⁻¹.